1.
The following is a quantum chemistry calculation of 2 unconnected molecules or ions with the total composition C5H12F2N2O5S2 at a distorted geometry, from the Open Molecules 2025 dataset.

Values from the calculation:
Net charge: 0
LUMO energy, Eh: -0.1056
HOMO, eV: -9.38
DFT total energy, Ha: -1679.2276

Positions of all 28 atoms, in Å:
H1 -3.70 -2.65 -2.22
H2 -1.13 -0.34 -3.24
H3 -0.28 0.09 -0.37
O1 2.02 0.52 1.48
F1 2.73 2.65 5.46
S1 1.01 0.85 2.49
H4 -0.13 -1.80 -2.59
O2 3.87 2.19 3.46
F2 0.38 2.19 1.91
N1 1.50 1.24 3.93
H5 -1.75 -2.21 -0.60
H6 -3.10 -0.19 0.13
C1 1.50 -0.08 -1.45
S2 2.50 2.45 3.89
H7 -3.27 0.55 -1.68
H8 2.43 -2.17 -2.05
C2 2.26 -1.34 -1.23
C3 -3.24 -0.44 -1.03
H9 -0.22 1.06 -1.74
O3 -2.78 -2.41 -2.52
C4 -2.11 -1.53 -1.51
H10 2.15 0.90 -1.65
H11 -4.34 -0.89 -1.10
N2 0.00 0.09 -1.38
O4 1.96 3.76 3.54
C5 -0.79 -0.87 -2.25
O5 -0.15 -0.04 2.48
H12 2.69 -1.58 -0.15



2.
The following is a quantum chemistry calculation of 2 unconnected molecules or ions with the total composition C5H12FN2 at a distorted geometry, from the Open Molecules 2025 dataset.

Values from the calculation:
Net charge: +1
LUMO energy, Eh: -0.1350
Energy relative to the best compared isomer or geometry (same formula, charge and spin), kcal per mole: 13.3
HOMO, eV: -12.72
DFT total energy, Ha: -406.8000

Positions of all 20 atoms, in Å:
C1 -1.54 1.06 -1.43
H1 -3.08 -0.71 0.83
N1 0.24 -0.59 0.23
H2 2.57 -1.66 -0.09
H3 -0.92 1.93 -1.30
C2 -1.08 -0.13 0.46
H4 -1.89 -1.84 1.46
H5 -2.23 -1.78 -0.29
N2 1.42 1.36 0.64
H6 3.47 -0.25 0.48
H7 2.31 1.84 0.68
C3 1.38 0.09 0.28
H8 -1.24 0.36 -2.18
C4 -2.12 -1.18 0.62
H9 -2.59 1.21 -1.30
H10 0.60 1.87 0.92
C5 2.64 -0.57 -0.14
F1 -1.11 0.82 1.42
H11 2.86 -0.29 -1.17
H12 0.30 -1.55 -0.10



3.
The following is a quantum chemistry calculation of a gas-phase ion, C5H12N (charge +1) at a distorted geometry, from the Open Molecules 2025 dataset.

Values from the calculation:
Net charge: +1
LUMO energy, Eh: -0.1327
SMILES: C=C([NH3+])CCC
Energy relative to the best compared isomer or geometry (same formula, charge and spin), kcal per mole: 35.3
HOMO, eV: -14.82
DFT total energy, Ha: -252.1748

Positions of all 18 atoms, in Å:
C1 0.20 0.84 0.37
H1 -1.77 -2.47 -0.91
N1 1.04 -0.08 1.22
H2 1.36 -0.85 0.61
H3 1.93 0.32 1.55
H4 -1.93 -0.92 -0.11
C2 -0.24 1.92 0.97
H5 -1.06 2.53 0.63
C3 -0.11 -1.07 -1.27
C4 -1.20 -1.68 -0.42
H6 -0.81 -2.13 0.50
C5 0.18 0.44 -1.07
H7 0.17 2.22 1.93
H8 -0.26 -1.25 -2.33
H9 -0.59 1.01 -1.60
H10 1.16 0.68 -1.49
H11 0.44 -0.57 1.88
H12 0.89 -1.51 -1.13



4.
The following is a quantum chemistry calculation of a gas-phase ion, C5H12N (charge +1) at a distorted geometry, from the Open Molecules 2025 dataset.

Values from the calculation:
Net charge: +1
LUMO energy, Eh: -0.1337
SMILES: C=CC[C@H](C)[NH3+]
Energy relative to the best compared isomer or geometry (same formula, charge and spin), kcal per mole: 57.9
HOMO, eV: -13.16
DFT total energy, Ha: -252.1389

Positions of all 18 atoms, in Å:
C1 -0.50 0.87 0.09
H1 1.81 1.10 -1.49
H2 -3.78 -0.58 -0.62
C2 0.71 -0.11 -0.06
C3 -1.88 0.01 0.28
C4 1.04 -1.06 1.03
H3 1.92 -1.65 0.71
H4 0.50 -0.75 -0.96
H5 -2.50 -0.09 -1.86
H6 -0.37 1.51 1.00
H7 -1.76 -0.46 1.32
C5 -2.77 -0.25 -0.79
H8 -0.67 1.39 -0.91
H9 0.04 -1.51 1.21
H10 2.75 0.03 -0.63
H11 2.15 1.34 0.21
H12 1.28 -0.49 1.99
N1 2.02 0.69 -0.53